# 1
Computed, not measured: the molecule C5H6O2, with ωB97M-V/def2-TZVPD.

Strongest force on any atom = 0.6 eV Å⁻¹
Energy above the lowest of the compared OMol25 structures with the same formula, charge and spin = 424.3 kJ/mol
LUMO = -1.238 eV
Orbital gap = 8.17 eV

```
! RIJCOSX wB97M-V def2-TZVPD def2/J DEFGRID3
* xyz 0 1
O 2.0971 -1.7526 -0.7258
C 1.2081 -0.9433 -0.7924
C 0.1784 1.1665 0.7494
C -0.2898 -0.1924 1.0685
C -0.1591 -1.1211 -0.1701
C -0.4985 1.9405 -0.2257
O -1.4794 2.5482 0.2020
H 1.3663 0.0318 -1.3162
H -1.3611 -0.0874 1.3135
H 0.2313 -0.6331 1.9248
H -0.9262 -0.8589 -0.9089
H -0.2739 -2.1651 0.1310
H -0.0932 2.0669 -1.2501
*
```


# 2
Computed, not measured: the molecule C5H6O2 in a non-equilibrium geometry, with ωB97M-V/def2-TZVPD.

Strongest force on any atom = 7.5 eV Å⁻¹
Energy above the lowest of the compared OMol25 structures with the same formula, charge and spin = 191.6 kJ/mol
Structure (SMILES) = Cc1ccc(O)o1
LUMO = 0.679 eV
Orbital gap = 8.25 eV

```
! RIJCOSX wB97M-V def2-TZVPD def2/J DEFGRID3
* xyz 0 1
C -1.9468 -0.5572 0.0864
C -0.5972 -0.0181 0.0100
C -0.0776 1.2023 0.0149
C 1.2893 1.1837 0.0546
C 1.5123 -0.1701 -0.0888
O 2.6577 -0.7122 0.1251
O 0.3603 -0.8919 -0.0520
H -2.2026 -1.4106 -0.5737
H -2.0241 -1.0896 1.0308
H -2.8333 0.1481 -0.1855
H -0.9008 2.0260 -0.2231
H 2.1117 1.9133 0.1315
H 2.6508 -1.6237 -0.3302
*
```


# 3
Computed, not measured: a structure of composition C5H6O2 in a non-equilibrium geometry, with ωB97M-V/def2-TZVPD.

Strongest force on any atom = 1.4 eV Å⁻¹
Energy above the lowest of the compared OMol25 structures with the same formula, charge and spin = 196.5 kJ/mol
LUMO = 0.856 eV
Orbital gap = 10.78 eV

```
! RIJCOSX wB97M-V def2-TZVPD def2/J DEFGRID3
* xyz 0 1
C -1.6354 -0.7779 -0.1307
C -0.2798 -0.1888 0.1454
C 0.2491 1.3113 0.0006
C 0.9311 0.1133 -0.6273
C 1.7069 -0.4440 0.5266
O 2.8261 -0.4271 0.9342
O 0.5249 -0.7631 1.2201
H -2.3210 -0.5590 0.6959
H -1.6658 -1.8655 -0.2969
H -2.0161 -0.2853 -1.0274
H 0.5544 1.6871 0.9719
H 0.1056 2.1434 -0.7127
H 1.0200 0.0555 -1.6998
*
```


# 4
Computed, not measured: a cluster of 2 separate species, C5H6O2 in total in a non-equilibrium geometry, with ωB97M-V/def2-TZVPD.

Strongest force on any atom = 2.9 eV Å⁻¹
Energy above the lowest of the compared OMol25 structures with the same formula, charge and spin = 362.8 kJ/mol
LUMO = -0.141 eV
Orbital gap = 9.47 eV

```
! RIJCOSX wB97M-V def2-TZVPD def2/J DEFGRID3
* xyz 0 1
C -3.3326 2.0502 -1.0119
C -1.6642 0.6793 0.9194
C -0.8216 0.1818 0.0550
C -0.5346 -1.2271 0.3278
C -0.2983 0.6322 -1.2801
O -3.1267 1.0117 -1.4741
O -3.3490 3.0693 -0.5010
H 0.4748 -1.4535 0.3224
H -0.9155 -1.8165 -0.4161
H -0.9252 -1.4306 1.2716
H -1.1877 0.3898 -1.9896
H 0.6596 0.0715 -1.4414
H -0.1180 1.7698 -1.3788
*
```


# 5
Computed, not measured: the molecule C5H6O2, with ωB97M-V/def2-TZVPD.

Strongest force on any atom = 0.6 eV Å⁻¹
Energy above the lowest of the compared OMol25 structures with the same formula, charge and spin = 260.4 kJ/mol
Structure (SMILES) = C#C[C@H](C=O)CO
LUMO = 0.642 eV
Orbital gap = 10.61 eV

```
! RIJCOSX wB97M-V def2-TZVPD def2/J DEFGRID3
* xyz 0 1
C -1.9181 0.3481 -1.6334
C -1.0682 -0.1203 -0.9218
C 0.0004 -0.6399 -0.0636
C -0.4717 -0.5788 1.3902
O -0.8154 0.4535 1.9120
C 1.3239 0.1882 -0.2679
O 1.6603 1.0148 0.8109
H -2.6712 0.7661 -2.2638
H 0.1920 -1.6873 -0.3264
H -0.4952 -1.5337 1.9498
H 1.2147 0.7570 -1.2012
H 2.1619 -0.5021 -0.3914
H 0.8801 1.5383 1.0457
*
```


# 6
Computed, not measured: the molecule C5H6O2, with ωB97M-V/def2-TZVPD.

Strongest force on any atom = 0.6 eV Å⁻¹
Energy above the lowest of the compared OMol25 structures with the same formula, charge and spin = 362.1 kJ/mol
LUMO = -0.795 eV
Orbital gap = 10.04 eV

```
! RIJCOSX wB97M-V def2-TZVPD def2/J DEFGRID3
* xyz 0 1
C 0.9047 -0.9666 -1.4042
C -0.1422 -0.8101 -0.3220
O -0.8622 0.3904 -0.5279
C -0.9716 1.3561 0.4010
O -1.5748 2.3657 0.1661
C -0.3124 1.1125 1.7278
C 0.3933 0.0995 2.1618
H 1.5972 -0.1207 -1.3896
H 1.4775 -1.8858 -1.2538
H 0.4362 -1.0086 -2.3910
H 0.3524 -0.8158 0.6759
H -0.4348 1.9160 2.4573
H -0.8633 -1.6327 -0.3014
*
```


# 7
Computed, not measured: a structure of composition C5H6O2 in a non-equilibrium geometry, with ωB97M-V/def2-TZVPD.

Strongest force on any atom = 1.6 eV Å⁻¹
Energy above the lowest of the compared OMol25 structures with the same formula, charge and spin = 393.8 kJ/mol
LUMO = -0.121 eV
Orbital gap = 9.03 eV

```
! RIJCOSX wB97M-V def2-TZVPD def2/J DEFGRID3
* xyz 0 1
C -1.3784 -1.2722 -0.0101
C -0.5344 -0.2439 0.6884
O 1.1220 -0.7825 0.1485
C 1.8897 0.0865 -0.3993
O 2.9934 0.0859 -0.8496
C -0.6658 1.1068 0.3681
C 0.1011 1.9403 -0.1816
H -1.4647 -1.0445 -1.0745
H -2.3747 -1.2901 0.4360
H -0.9163 -2.2521 0.1140
H -0.3446 -0.4426 1.7433
H 1.2679 1.1813 -0.4514
H 0.3048 2.9270 -0.5316
*
```


# 8
Computed, not measured: the molecule C5H6O2, with ωB97M-V/def2-TZVPD.

Strongest force on any atom = 0.5 eV Å⁻¹
Energy above the lowest of the compared OMol25 structures with the same formula, charge and spin = 277.8 kJ/mol
Structure (SMILES) = C#C[C@H]1CO[C@H]1O
LUMO = 0.879 eV
Orbital gap = 10.89 eV

```
! RIJCOSX wB97M-V def2-TZVPD def2/J DEFGRID3
* xyz 0 1
C -1.8438 -1.0720 -1.6004
C -1.1082 -0.3341 -0.9979
C -0.2523 0.5883 -0.2676
C -0.3545 0.6535 1.2700
O 1.0746 0.5694 1.3887
C 1.2081 0.1876 0.0231
O 1.3979 -1.1738 -0.1549
H -2.4801 -1.7470 -2.1293
H -0.2957 1.5874 -0.7116
H -0.8568 -0.2131 1.7134
H -0.7464 1.5807 1.6985
H 2.0020 0.7727 -0.4612
H 2.2553 -1.3997 0.2291
*
```


# 9
Computed, not measured: the molecule C5H6O2 in a non-equilibrium geometry, with ωB97M-V/def2-TZVPD.

Strongest force on any atom = 6.6 eV Å⁻¹
Energy above the lowest of the compared OMol25 structures with the same formula, charge and spin = 436.2 kJ/mol
Structure (SMILES) = C[C@@]12O[C@@H]1[C@H]2C=O
LUMO = 0.591 eV
Orbital gap = 9.25 eV

```
! RIJCOSX wB97M-V def2-TZVPD def2/J DEFGRID3
* xyz 0 1
C 1.1972 -1.1139 0.4449
C 0.6456 0.2449 0.4451
O 1.3043 1.4889 0.3946
C 0.3929 1.2651 -0.7073
C -0.7342 0.8547 0.1766
C -1.6986 -0.1440 -0.3090
O -2.8493 -0.0621 0.0052
H 0.3077 -1.7585 -0.0106
H 1.3741 -1.4664 1.5076
H 2.0945 -1.2297 -0.1100
H 0.4921 1.1628 -1.6890
H -1.0866 1.4613 1.0629
H -1.4397 -0.7031 -1.2109
*
```


# 10
Computed, not measured: the molecule C5H6O2 in a non-equilibrium geometry, with ωB97M-V/def2-TZVPD.

Strongest force on any atom = 3.1 eV Å⁻¹
Energy above the lowest of the compared OMol25 structures with the same formula, charge and spin = 364.3 kJ/mol
Structure (SMILES) = C#C[C@H](C=O)CO
LUMO = 0.688 eV
Orbital gap = 10.53 eV

```
! RIJCOSX wB97M-V def2-TZVPD def2/J DEFGRID3
* xyz 0 1
C -1.5387 1.2008 -1.3887
C -0.7323 0.4114 -0.9312
C 0.4895 -0.2320 -0.4098
C 0.2597 -1.7429 -0.1710
O 0.5543 -2.3173 0.8413
C 0.7940 0.6607 0.8462
O -0.0484 0.1161 1.9035
H -2.0320 1.6091 -2.2562
H 1.3062 -0.1379 -1.1345
H -0.2177 -2.2692 -1.0337
H 0.4432 1.6945 0.8085
H 1.7472 0.7874 1.3818
H -1.0251 0.2193 1.5440
*
```


# 11
Computed, not measured: the molecule C5H6O2, with ωB97M-V/def2-TZVPD.

Strongest force on any atom = 0.9 eV Å⁻¹
Energy above the lowest of the compared OMol25 structures with the same formula, charge and spin = 204.3 kJ/mol
Structure (SMILES) = C#C[C@@H](C)OC=O
LUMO = 0.809 eV
Orbital gap = 11.22 eV

```
! RIJCOSX wB97M-V def2-TZVPD def2/J DEFGRID3
* xyz 0 1
C 1.3585 -1.8876 -0.5721
C 0.6886 -0.9523 -0.2158
C -0.0608 0.1311 0.4451
C 0.8668 1.2469 0.9062
O -1.0955 0.7371 -0.3412
C -1.9265 -0.0569 -1.0477
O -3.0186 0.3113 -1.3866
H 1.9497 -2.7282 -0.8642
H -0.5401 -0.3187 1.3234
H 1.4907 1.6083 0.0847
H 1.5153 0.8678 1.7003
H 0.2689 2.0761 1.2927
H -1.4971 -1.0349 -1.3249
*
```


# 12
Computed, not measured: the molecule C5H6O2, with ωB97M-V/def2-TZVPD.

Strongest force on any atom = 0.5 eV Å⁻¹
Energy above the lowest of the compared OMol25 structures with the same formula, charge and spin = 156.1 kJ/mol
Structure (SMILES) = O=C1CO[C@H]2C[C@@H]12
LUMO = 0.837 eV
Orbital gap = 10.62 eV

```
! RIJCOSX wB97M-V def2-TZVPD def2/J DEFGRID3
* xyz 0 1
O 1.0531 1.7268 1.2328
C 0.6941 0.9125 0.4202
C 1.5781 -0.1656 -0.2080
O 0.7117 -1.1061 -0.8144
C -0.6183 -0.6620 -0.7054
C -1.3429 -0.4414 0.6062
C -0.6943 0.7087 -0.1364
H 2.2175 -0.6677 0.5228
H 2.2282 0.3239 -0.9518
H -1.2144 -0.9948 -1.5485
H -0.9557 -0.6549 1.6012
H -2.4264 -0.5241 0.5505
H -1.2307 1.5447 -0.5692
*
```


# 13
Computed, not measured: the molecule C5H6O2, with ωB97M-V/def2-TZVPD.

Strongest force on any atom = 0.6 eV Å⁻¹
Energy above the lowest of the compared OMol25 structures with the same formula, charge and spin = 236.4 kJ/mol
Structure (SMILES) = O=CCC#CCO
LUMO = 0.728 eV
Orbital gap = 10.68 eV

```
! RIJCOSX wB97M-V def2-TZVPD def2/J DEFGRID3
* xyz 0 1
O 2.4215 -1.3860 -2.0749
C 1.8086 -0.7960 -1.2271
C 1.2106 -1.4667 0.0160
C 0.1597 -0.5960 0.5358
C -0.6041 0.3092 0.7641
C -1.5249 1.4459 0.8882
O -2.1814 1.7231 -0.3311
H 1.6240 0.2987 -1.2814
H 0.8565 -2.4686 -0.2499
H 2.0164 -1.5982 0.7515
H -2.2388 1.2871 1.7075
H -0.9449 2.3417 1.1274
H -2.6033 0.9057 -0.6261
*
```


# 14
Computed, not measured: the molecule C5H6O2S in a non-equilibrium geometry, with ωB97M-V/def2-TZVPD.

Strongest force on any atom = 2.8 eV Å⁻¹
Energy above the lowest of the compared OMol25 structures with the same formula, charge and spin = 215.9 kJ/mol
Structure (SMILES) = O=CS/C=C\[C@H]1CO1
LUMO = 0.646 eV
Orbital gap = 10.15 eV

```
! RIJCOSX wB97M-V def2-TZVPD def2/J DEFGRID3
* xyz 0 1
O -2.8470 -1.5472 -0.2264
C -2.1411 -0.6345 -0.4191
S -1.8497 0.7048 0.7259
C -0.5110 1.6039 -0.0960
C 0.6634 1.1101 -0.4403
C 1.3422 -0.2131 -0.1461
C 1.1081 -0.9896 1.0654
O 0.6254 -1.4161 -0.2156
H -1.5336 -0.4519 -1.3465
H -0.8168 2.6072 -0.3815
H 1.2720 1.7325 -1.1560
H 2.3544 -0.2472 -0.5716
H 1.9369 -1.5920 1.3956
H 0.3967 -0.6668 1.8118
*
```


# 15
Computed, not measured: the molecule C5H6O2S in a non-equilibrium geometry, with ωB97M-V/def2-TZVPD.

Strongest force on any atom = 3.0 eV Å⁻¹
Energy above the lowest of the compared OMol25 structures with the same formula, charge and spin = 97.1 kJ/mol
Structure (SMILES) = O=C1C[C@@H](O)CC1=S
LUMO = -1.482 eV
Orbital gap = 7.44 eV

```
! RIJCOSX wB97M-V def2-TZVPD def2/J DEFGRID3
* xyz 0 1
O 1.7479 2.1170 -0.4255
C 0.9856 1.1696 -0.2433
C -0.4873 1.1182 0.1232
C -0.8833 -0.3445 0.1290
O -1.4476 -0.7605 -1.0978
C 0.4181 -1.1219 0.3611
C 1.4991 -0.2278 -0.1656
S 3.0607 -0.7287 -0.3642
H -1.0521 1.6866 -0.6102
H -0.6965 1.5285 1.1496
H -1.6531 -0.5240 0.9299
H -2.3697 -0.5425 -1.1450
H 0.5377 -1.2361 1.4795
H 0.3406 -2.1340 -0.1208
*
```


# 16
Computed, not measured: a structure of composition C5H6O2Tl in a non-equilibrium geometry, with ωB97M-V/def2-TZVPD.

Strongest force on any atom = 2.3 eV Å⁻¹
Energy above the lowest of the compared OMol25 structures with the same formula, charge and spin = 29.5 kJ/mol
LUMO = -4.692 eV
Orbital gap = 5.90 eV

```
! RIJCOSX wB97M-V def2-TZVPD def2/J DEFGRID3
* xyz 1 1
C -1.6130 -1.6405 1.4314
C -0.6909 -0.8261 1.3592
C 0.4964 -0.0131 1.6508
C 0.5092 0.4961 3.0682
O 1.4977 0.5163 3.7702
Tl 3.4900 -0.5863 3.7952
H -2.3371 -2.3811 1.7291
H 0.4871 0.8822 1.0030
H 1.4249 -0.5595 1.4366
H -0.4524 0.8854 3.4573
C -2.0669 -0.5884 -0.5960
O -1.3188 -0.8491 -1.6547
H -2.0437 0.5136 -0.4553
H -1.7129 -1.5572 -2.1824
*
```


# 17
Computed, not measured: the molecule C5H6O3 in a non-equilibrium geometry, with ωB97M-V/def2-TZVPD.

Strongest force on any atom = 10.7 eV Å⁻¹
Energy above the lowest of the compared OMol25 structures with the same formula, charge and spin = 358.9 kJ/mol
Structure (SMILES) = O=C1C=CCOCO1
LUMO = -0.149 eV
Orbital gap = 9.81 eV

```
! RIJCOSX wB97M-V def2-TZVPD def2/J DEFGRID3
* xyz 0 1
O 2.4332 -0.8488 0.9775
C 1.3066 -0.3543 0.5763
C 0.2770 -1.2999 0.3327
C -1.0033 -0.9399 -0.0038
C -1.3019 0.3941 0.2679
O -0.8360 1.1426 -0.7122
C 0.6894 1.2585 -0.7283
O 1.2402 0.8857 0.4328
H 0.6792 -2.3597 0.0484
H -1.7437 -1.6796 -0.1276
H -2.4016 0.6387 0.1278
H -1.1723 0.3240 1.4262
H 1.0141 0.5611 -1.5305
H 0.8191 2.2777 -1.0871
*
```


# 18
Computed, not measured: the molecule C5H6O3 in a non-equilibrium geometry, with ωB97M-V/def2-TZVPD.

Strongest force on any atom = 4.9 eV Å⁻¹
Energy above the lowest of the compared OMol25 structures with the same formula, charge and spin = 177.7 kJ/mol
Structure (SMILES) = O=C1CCC(=O)C1O
LUMO = -0.197 eV
Orbital gap = 9.43 eV

```
! RIJCOSX wB97M-V def2-TZVPD def2/J DEFGRID3
* xyz 0 1
O 2.3748 -0.4093 -0.2548
C 1.1959 -0.0442 -0.0578
C 0.5197 1.2300 -0.1028
C -0.9845 1.0602 -0.0805
C -1.2430 -0.4527 -0.2213
O -2.3493 -0.9755 -0.2497
C 0.1024 -1.0835 0.3117
O 0.3134 -2.3376 -0.1476
H 0.9271 1.7619 0.7089
H 0.8552 1.8736 -0.9895
H -1.6553 1.8793 -0.7063
H -1.4459 1.1646 1.0008
H 0.1505 -1.2094 1.4723
H 1.2390 -2.4575 -0.6835
*
```


# 19
Computed, not measured: the molecule C5H6O3 in a non-equilibrium geometry, with ωB97M-V/def2-TZVPD.

Strongest force on any atom = 2.3 eV Å⁻¹
Energy above the lowest of the compared OMol25 structures with the same formula, charge and spin = 146.8 kJ/mol
Structure (SMILES) = C=COC(=O)OC=C
LUMO = 0.969 eV
Orbital gap = 10.73 eV

```
! RIJCOSX wB97M-V def2-TZVPD def2/J DEFGRID3
* xyz 0 1
C 2.7707 0.5139 0.4471
C 2.3807 -0.5089 -0.2859
O 1.0638 -1.0150 -0.3150
C 0.0048 -0.2110 -0.0700
O -0.0807 0.9667 -0.1573
O -0.9901 -1.0464 0.2164
C -2.2948 -0.5603 0.3097
C -2.7420 0.5216 -0.2848
H 3.7790 0.7125 0.3582
H 2.0046 1.1701 0.8472
H 2.9984 -1.1213 -0.9008
H -2.9501 -1.2821 0.7833
H -2.1019 1.2528 -0.6727
H -3.8424 0.6074 -0.2755
*
```


# 20
Computed, not measured: a structure of composition C5H6O3 in a non-equilibrium geometry, with ωB97M-V/def2-TZVPD.

Strongest force on any atom = 7.3 eV Å⁻¹
Energy above the lowest of the compared OMol25 structures with the same formula, charge and spin = 608.8 kJ/mol
LUMO = -0.353 eV
Orbital gap = 8.61 eV

```
! RIJCOSX wB97M-V def2-TZVPD def2/J DEFGRID3
* xyz 0 1
C -0.8954 -0.7016 -0.1896
C -0.3996 0.0084 1.1966
C 0.3441 1.5493 -0.2690
C 1.1935 0.3208 -0.0544
C 0.1451 0.2111 -1.0264
H 0.2971 -2.7248 -0.6956
H -2.0164 -0.3158 -0.1196
H -1.2298 -0.0441 2.0300
H 0.4202 2.6596 -0.5390
H 2.3652 0.0502 -0.1781
H 0.3316 0.0608 -2.0255
O -0.8828 -2.0804 -0.2621
O -0.5508 1.4158 0.8540
O 0.8778 -0.4093 1.2788
*
```